# C2H4N2OS

An isolated molecule of C2H4N2OS (ωB97M-V/def2-TZVPD, OMol25).

The SMILES is NN1OC=CS1. The calculation puts the lowest unoccupied orbital energy at 0.5 eV. As for the energy above the lowest of the compared OMol25 structures with the same formula, charge and spin: 6.182 eV. As for the highest occupied orbital energy: -8.43 eV.

Geometry (Å):
1 N 0.443 -1.841 0.395
2 N 0.815 -0.751 -0.420
3 O -0.405 -0.129 -1.051
4 C -0.742 1.131 -0.516
5 C 0.003 1.726 0.380
6 S 1.694 0.440 0.492
7 H 0.295 -2.606 -0.157
8 H -0.348 -1.860 1.019
9 H -1.763 1.099 -0.720
10 H 0.007 2.791 0.577



# C39H53ClNO12PS

A 3-piece molecular cluster, C39H53ClNO12PS overall (ωB97M-V/def2-TZVPD, OMol25).

The SMILES is C[C@@H](O)COc1c(CCCS)c(CCCCCN)c2c(c1P(O)Cl)C(=O)c1c(ccc(CCO)c1CCCC(=O)O)C2=O.O=C1CCCO1.O=C1CCCO1. The calculation puts the lowest unoccupied orbital energy at -1.3 eV. As for the energy above the lowest of the compared OMol25 structures with the same formula, charge and spin: 12.570 eV. As for the highest occupied orbital energy: -8.78 eV.

Geometry (Å):
1 C 1.358 -4.077 0.855
2 C 2.418 -3.091 0.101
3 O 3.674 -3.287 0.839
4 C 2.470 -3.557 -1.421
5 O 2.571 -2.534 -2.428
6 C 1.617 -1.500 -2.304
7 C 2.200 -0.053 -2.056
8 C 3.761 0.252 -1.961
9 C 4.609 -0.625 -0.927
10 C 4.399 -0.268 0.621
11 S 5.829 -0.950 1.651
12 C 1.156 1.130 -1.963
13 C 1.553 2.662 -1.771
14 C 0.978 3.369 -0.447
15 C 0.474 2.387 0.709
16 C 1.720 1.520 1.299
17 C 2.256 2.108 2.726
18 N 3.470 2.967 2.593
19 C -0.388 0.855 -2.107
20 C -0.970 -0.588 -2.351
21 C 0.069 -1.744 -2.454
22 P -0.653 -3.489 -2.819
23 O -1.316 -3.493 -4.426
24 Cl -2.209 -3.918 -1.398
25 C -2.552 -0.757 -2.475
26 O -3.150 -1.526 -3.258
27 C -3.419 0.211 -1.517
28 C -2.846 1.662 -1.300
29 C -3.635 2.616 -0.375
30 C -4.969 2.144 0.265
31 C -5.593 0.720 0.033
32 C -7.005 0.282 0.674
33 C -7.326 1.014 2.061
34 O -6.277 0.855 3.057
35 C -4.750 -0.255 -0.877
36 C -5.376 -1.729 -1.116
37 C -6.535 -1.637 -2.226
38 C -7.616 -2.828 -2.150
39 C -7.016 -4.192 -1.526
40 O -6.379 -4.957 -2.277
41 O -7.231 -4.488 -0.144
42 C -1.492 2.018 -2.061
43 O -1.385 3.142 -2.605
44 H 0.315 -3.853 0.430
45 H 1.607 -5.151 0.501
46 H 1.425 -4.009 1.989
47 H 2.045 -2.036 0.304
48 H 4.408 -3.471 0.218
49 H 1.607 -4.311 -1.581
50 H 3.424 -4.208 -1.530
51 H 4.195 0.017 -3.009
52 H 4.027 1.346 -1.764
53 H 5.721 -0.385 -1.150
54 H 4.519 -1.753 -1.046
55 H 3.424 -0.635 1.076
56 H 4.513 0.879 0.707
57 H 5.372 -1.013 2.976
58 H 2.668 2.882 -1.822
59 H 1.088 3.223 -2.670
60 H 1.819 4.035 -0.019
61 H 0.148 4.097 -0.768
62 H -0.438 1.754 0.454
63 H 0.148 3.066 1.591
64 H 2.581 1.698 0.565
65 H 1.393 0.426 1.372
66 H 2.578 1.174 3.328
67 H 1.426 2.634 3.304
68 H 4.294 2.467 2.963
69 H 3.703 3.185 1.615
70 H -1.194 -2.564 -4.731
71 H -3.233 3.672 -0.163
72 H -5.590 2.841 0.936
73 H -7.806 0.648 -0.079
74 H -7.139 -0.846 0.754
75 H -7.612 2.128 1.936
76 H -8.263 0.517 2.514
77 H -5.717 1.660 2.968
78 H -5.776 -2.149 -0.120
79 H -4.574 -2.481 -1.458
80 H -7.046 -0.612 -2.074
81 H -6.119 -1.606 -3.300
82 H -7.959 -3.071 -3.216
83 H -8.573 -2.545 -1.570
84 H -8.133 -4.880 -0.022
85 O 3.180 5.329 -1.948
86 C 2.548 6.322 -1.690
87 C 2.281 7.462 -2.634
88 C 1.814 8.552 -1.692
89 C 1.184 7.762 -0.568
90 O 1.933 6.544 -0.497
91 H 1.498 7.168 -3.336
92 H 3.187 7.752 -3.166
93 H 1.130 9.267 -2.152
94 H 2.679 9.107 -1.315
95 H 0.137 7.516 -0.769
96 H 1.246 8.288 0.386
97 O 4.720 -3.963 7.081
98 C 4.734 -4.334 5.936
99 C 4.642 -5.764 5.474
100 C 5.099 -5.663 4.034
101 C 4.683 -4.260 3.657
102 O 4.795 -3.497 4.865
103 H 3.604 -6.096 5.550
104 H 5.297 -6.408 6.060
105 H 4.672 -6.428 3.383
106 H 6.189 -5.751 3.988
107 H 3.648 -4.213 3.309
108 H 5.332 -3.833 2.892



# C35H74N8O9S

A 5-piece molecular cluster, C35H74N8O9S overall (ωB97M-V/def2-TZVPD, OMol25).

The SMILES is CN(C)C(=O)Cc1ccc2nsnc2c1CN.COCCNCCOC.COCCNCCOC.COCCNCCOC.COCCNCCOC. The calculation puts the lowest unoccupied orbital energy at -1.1 eV. As for the highest occupied orbital energy: -8.42 eV.

Geometry (Å):
1 C 7.532 -3.732 6.279
2 N 7.257 -2.389 6.768
3 C 7.601 -1.232 5.954
4 C 6.619 -2.204 8.034
5 O 7.210 -1.585 8.981
6 C 5.102 -2.730 8.307
7 C 4.154 -1.573 7.672
8 C 4.368 -0.107 8.233
9 C 3.558 1.115 7.681
10 C 2.515 0.842 6.531
11 N 1.661 1.783 5.817
12 S 0.730 0.910 4.653
13 N 1.294 -0.680 4.942
14 C 2.306 -0.654 5.987
15 C 3.129 -1.896 6.551
16 C 2.954 -3.404 5.980
17 N 1.562 -3.646 5.495
18 H 8.681 -3.914 6.295
19 H 7.006 -4.530 6.923
20 H 7.233 -3.865 5.164
21 H 7.868 -1.540 4.869
22 H 8.576 -0.753 6.370
23 H 6.785 -0.415 5.855
24 H 4.908 -2.905 9.419
25 H 4.950 -3.747 7.775
26 H 5.136 0.158 9.051
27 H 3.721 2.195 8.058
28 H 3.722 -3.621 5.138
29 H 3.135 -4.149 6.845
30 H 0.936 -3.039 6.059
31 H 1.465 -3.317 4.520
32 C 6.507 -6.636 4.204
33 O 7.419 -5.962 3.350
34 C 8.764 -6.432 3.480
35 C 9.202 -7.164 2.211
36 N 8.504 -8.442 2.070
37 C 8.693 -9.075 0.761
38 C 8.131 -8.339 -0.464
39 O 6.708 -8.267 -0.494
40 C 6.157 -7.176 0.224
41 H 5.546 -6.119 4.148
42 H 6.359 -7.669 3.879
43 H 6.851 -6.614 5.241
44 H 8.898 -7.058 4.370
45 H 9.394 -5.545 3.606
46 H 10.280 -7.344 2.254
47 H 8.995 -6.505 1.361
48 H 7.511 -8.293 2.209
49 H 8.205 -10.054 0.818
50 H 9.761 -9.265 0.611
51 H 8.415 -8.922 -1.347
52 H 8.575 -7.348 -0.605
53 H 6.810 -6.299 0.223
54 H 5.923 -7.476 1.249
55 H 5.213 -6.902 -0.254
56 C -0.685 -3.022 -1.859
57 O -0.054 -1.752 -1.870
58 C -0.912 -0.702 -2.336
59 C -1.252 0.256 -1.194
60 N -2.143 -0.378 -0.220
61 C -2.309 0.394 1.015
62 C -1.067 0.594 1.894
63 O -0.579 -0.608 2.488
64 C 0.307 -1.353 1.668
65 H 0.074 -3.775 -1.637
66 H -1.453 -3.070 -1.081
67 H -1.125 -3.252 -2.834
68 H -1.812 -1.089 -2.815
69 H -0.347 -0.152 -3.095
70 H -1.742 1.145 -1.604
71 H -0.311 0.564 -0.727
72 H -1.769 -1.289 0.024
73 H -3.061 -0.134 1.610
74 H -2.738 1.371 0.766
75 H -1.364 1.236 2.730
76 H -0.263 1.129 1.377
77 H 0.900 -0.718 1.004
78 H -0.247 -2.097 1.090
79 H 0.991 -1.899 2.323
80 C -6.232 3.686 -4.239
81 O -6.482 2.543 -5.047
82 C -6.091 2.721 -6.409
83 C -4.895 1.828 -6.744
84 N -3.682 2.296 -6.073
85 C -2.564 1.352 -6.153
86 C -2.736 -0.004 -5.455
87 O -2.809 0.081 -4.034
88 C -4.108 0.339 -3.522
89 H -6.692 3.519 -3.263
90 H -5.158 3.831 -4.091
91 H -6.673 4.581 -4.679
92 H -5.886 3.771 -6.646
93 H -6.942 2.407 -7.022
94 H -4.734 1.834 -7.826
95 H -5.148 0.808 -6.437
96 H -3.889 2.460 -5.094
97 H -1.702 1.856 -5.702
98 H -2.314 1.188 -7.207
99 H -1.837 -0.593 -5.669
100 H -3.575 -0.584 -5.855
101 H -4.897 -0.089 -4.146
102 H -4.260 1.413 -3.397
103 H -4.173 -0.114 -2.529
104 C -7.006 10.774 -6.497
105 O -7.686 10.855 -5.253
106 C -9.108 10.805 -5.386
107 C -9.656 9.501 -4.804
108 N -9.288 8.355 -5.637
109 C -9.567 7.059 -5.011
110 C -8.788 6.710 -3.735
111 O -7.391 6.520 -3.944
112 C -6.621 7.711 -3.907
113 H -5.946 10.968 -6.316
114 H -7.102 9.775 -6.931
115 H -7.379 11.525 -7.199
116 H -9.431 10.948 -6.424
117 H -9.506 11.641 -4.801
118 H -10.746 9.565 -4.740
119 H -9.255 9.397 -3.790
120 H -8.295 8.401 -5.841
121 H -9.339 6.297 -5.764
122 H -10.642 6.988 -4.810
123 H -9.166 5.745 -3.380
124 H -8.968 7.419 -2.920
125 H -7.038 8.460 -3.228
126 H -6.513 8.125 -4.912
127 H -5.618 7.452 -3.557



# C5H5F3

An isolated molecule of C5H5F3 (ωB97M-V/def2-TZVPD, OMol25).

The SMILES is C=C(F)C/C(F)=C/F. The calculation puts the lowest unoccupied orbital energy at 0.8 eV. As for the energy above the lowest of the compared OMol25 structures with the same formula, charge and spin: 0.779 eV. As for the highest occupied orbital energy: -9.38 eV.

Geometry (Å):
1 C 2.395 1.476 0.831
2 C 1.442 0.538 0.587
3 F 0.944 -0.180 1.607
4 C 0.965 -0.058 -0.685
5 C -0.506 -0.336 -0.741
6 F -0.951 -0.839 -1.909
7 C -1.439 -0.033 0.218
8 F -2.687 -0.482 0.112
9 H 2.581 1.994 1.778
10 H 2.827 1.938 -0.049
11 H 1.310 0.617 -1.517
12 H 1.563 -1.013 -0.896
13 H -1.182 0.459 1.123



# C4H13NSi2

A 2-piece molecular cluster, C4H13NSi2 overall (ωB97M-V/def2-TZVPD, OMol25).

The SMILES is N[SiH2][SiH3].C1=CCC1. The calculation puts the lowest unoccupied orbital energy at 0.7 eV. As for the energy above the lowest of the compared OMol25 structures with the same formula, charge and spin: 3.202 eV. As for the highest occupied orbital energy: -9.62 eV.

Geometry (Å):
1 N 1.031 -0.970 1.495
2 Si 1.797 0.562 1.060
3 Si 2.438 0.428 -1.194
4 H 1.517 -1.417 2.246
5 H 0.021 -0.821 1.743
6 H 2.889 0.850 2.142
7 H 0.894 1.776 1.347
8 H 3.566 -0.463 -1.624
9 H 3.077 1.675 -1.472
10 H 1.421 0.354 -2.266
11 C -2.478 0.209 0.547
12 C -2.182 -1.074 0.295
13 C -1.386 -0.800 -0.968
14 C -1.750 0.695 -0.674
15 H -2.968 0.631 1.428
16 H -2.493 -2.072 0.601
17 H -1.666 -1.158 -1.903
18 H -0.322 -0.766 -0.872
19 H -2.541 0.954 -1.403
20 H -0.865 1.411 -0.527



# C4H10DyO2

C4H10DyO2 as an isolated structure (ωB97M-V/def2-TZVPD, OMol25).

As for the charge: +2. The expectation value of S² is 12.017. The calculation puts the lowest unoccupied orbital energy (spin up / spin down) at -8.3 / -9.5 eV. As for the energy above the lowest of the compared OMol25 structures with the same formula, charge and spin: 1.820 eV. As for the highest occupied orbital energy (spin up / spin down): -17.58 / -17.58 eV. Its spin multiplicity is 7.

Geometry (Å):
1 H -1.142 -0.100 -1.982
2 C 2.063 -1.062 0.337
3 O 0.651 -0.995 0.188
4 C 0.058 0.241 -0.184
5 C -0.182 0.330 -1.670
6 H 2.303 -2.020 0.808
7 H 2.526 -1.002 -0.657
8 H 2.415 -0.240 0.975
9 H 0.782 1.015 0.115
10 H 0.534 -0.294 -2.221
11 H -0.257 1.389 -1.943
12 H -0.615 1.610 0.893
13 C -1.823 1.067 1.175
14 O -1.476 -0.101 0.555
15 Dy -1.068 -2.441 1.156
16 H -2.478 0.894 2.036
17 H -2.293 1.709 0.417



# C14H11Cl2N3O7SV

C14H11Cl2N3O7SV as an isolated structure (ωB97M-V/def2-TZVPD, OMol25).

As for the charge: +1. The expectation value of S² is 2.013. The calculation puts the lowest unoccupied orbital energy (spin up / spin down) at -4.5 / -4.0 eV. As for the energy above the lowest of the compared OMol25 structures with the same formula, charge and spin: 0.365 eV. As for the highest occupied orbital energy (spin up / spin down): -12.98 / -12.98 eV. Its spin multiplicity is 3.

Geometry (Å):
1 V -0.449 0.647 0.332
2 C 2.536 0.079 -1.970
3 C 2.526 -0.030 -0.490
4 N 1.477 0.099 0.307
5 C 1.937 0.007 1.613
6 C 3.272 -0.195 1.596
7 N 3.613 -0.229 0.269
8 C 4.327 -0.380 2.631
9 O 3.960 -0.273 3.896
10 O 5.450 -0.599 2.269
11 C 0.924 0.199 2.670
12 O 1.157 0.181 3.846
13 O -0.292 0.411 2.132
14 H 1.529 0.250 -2.338
15 H 2.932 -0.825 -2.432
16 H 3.155 0.923 -2.276
17 H 4.569 -0.344 -0.042
18 H 3.002 -0.064 4.004
19 Cl -1.108 -1.448 -0.519
20 C -2.853 -1.174 -0.126
21 Cl -2.981 0.521 0.378
22 H -3.113 -1.830 0.694
23 H -3.441 -1.349 -1.016
24 O 2.294 2.793 -0.023
25 C 1.177 3.225 -0.004
26 N -0.010 2.426 0.060
27 S -1.394 3.396 -0.077
28 O -2.008 3.068 -1.334
29 O -2.188 3.264 1.115
30 C -0.536 4.913 -0.102
31 C -1.067 6.188 -0.120
32 C -0.161 7.239 -0.074
33 C 1.213 7.008 -0.008
34 C 1.721 5.717 0.011
35 C 0.823 4.668 -0.035
36 H -2.133 6.362 -0.166
37 H -0.532 8.256 -0.082
38 H 1.891 7.850 0.033
39 H 2.783 5.520 0.069



# C2H8N3

A 2-piece molecular cluster, C2H8N3 overall (ωB97M-V/def2-TZVPD, OMol25).

As for the charge: +1. The calculation puts the lowest unoccupied orbital energy at -4.2 eV. As for the energy above the lowest of the compared OMol25 structures with the same formula, charge and spin: 4.812 eV. As for the highest occupied orbital energy: -12.41 eV.

Geometry (Å):
1 C 1.495 -0.673 -0.317
2 C -1.575 -0.403 0.304
3 N 0.629 0.428 -0.438
4 N -2.342 0.487 -0.255
5 N 1.843 0.603 0.273
6 H 1.278 -1.470 0.396
7 H 2.090 -0.997 -1.168
8 H -1.334 -0.307 1.351
9 H -1.332 -1.304 -0.227
10 H -2.594 1.345 0.219
11 H -2.570 0.419 -1.240
12 H 1.847 0.705 1.293
13 H 2.564 1.166 -0.189



# C3H7N3

An isolated molecule of C3H7N3 (ωB97M-V/def2-TZVPD, OMol25).

The SMILES is CN[C@@H](N)C#N. The calculation puts the lowest unoccupied orbital energy at 0.9 eV. As for the energy above the lowest of the compared OMol25 structures with the same formula, charge and spin: 1.739 eV. As for the highest occupied orbital energy: -9.54 eV.

Geometry (Å):
1 C 1.044 0.160 1.447
2 N 0.923 0.190 0.055
3 C -0.431 0.271 -0.364
4 N -0.505 0.105 -1.984
5 C -1.251 -0.860 0.106
6 N -2.030 -1.671 0.204
7 H 2.125 0.215 1.745
8 H 0.546 0.994 1.843
9 H 0.487 -0.694 1.697
10 H 1.518 0.702 -0.512
11 H -0.991 1.230 -0.083
12 H 0.029 -0.714 -1.981
13 H -1.461 0.072 -2.174



# C30H47BF5IN4O4S2

A 3-piece molecular cluster, C30H47BF5IN4O4S2 overall (ωB97M-V/def2-TZVPD, OMol25).

The expectation value of S² is 2.011. The calculation puts the lowest unoccupied orbital energy (spin up / spin down) at -1.7 / -1.7 eV. As for the highest occupied orbital energy (spin up / spin down): -8.26 / -8.26 eV. Its spin multiplicity is 3.

Geometry (Å):
1 O -6.706 3.304 0.971
2 B -5.255 3.554 1.108
3 O -4.783 4.745 1.885
4 C -4.156 2.486 0.429
5 C -3.912 1.264 1.533
6 C -4.892 -0.052 1.474
7 S -6.221 -0.194 0.158
8 C -4.739 -1.277 2.556
9 I -6.175 -2.957 2.378
10 C -3.574 -1.259 3.711
11 N -3.324 -2.324 4.765
12 S -1.971 -1.646 5.684
13 N -1.582 -0.085 4.930
14 C -2.583 0.048 3.769
15 C -2.735 1.306 2.678
16 C -1.660 2.538 2.829
17 C -0.509 2.591 1.651
18 C 0.438 1.257 1.560
19 C 1.740 1.257 2.556
20 F 1.328 1.502 3.988
21 F 2.267 -0.160 2.547
22 C 2.989 2.201 2.070
23 F 3.648 1.584 0.870
24 F 3.980 2.312 3.204
25 F 2.623 3.590 1.708
26 H -7.234 3.803 1.690
27 H -3.782 4.825 1.711
28 H -4.551 2.059 -0.610
29 H -3.177 3.095 0.193
30 H -7.181 0.827 0.260
31 H -1.112 2.399 3.856
32 H -2.279 3.541 2.903
33 H 0.064 3.603 1.785
34 H -1.069 2.671 0.600
35 H -0.237 0.322 1.868
36 H 0.770 1.069 0.453
37 C -4.875 -0.079 -6.508
38 C -4.945 1.075 -5.464
39 C -4.883 2.470 -6.155
40 C -3.492 2.927 -6.561
41 C -2.526 2.813 -5.389
42 C -2.495 1.382 -4.793
43 N -3.867 0.871 -4.437
44 O -4.270 1.533 -3.263
45 C -1.798 0.443 -5.817
46 C -1.520 1.366 -3.572
47 C -6.401 0.946 -4.891
48 H -3.932 -0.623 -6.513
49 H -5.623 -0.856 -6.304
50 H -5.051 0.285 -7.526
51 H -5.293 3.230 -5.474
52 H -5.533 2.483 -7.039
53 H -3.138 2.350 -7.421
54 H -3.534 3.972 -6.893
55 H -1.523 3.109 -5.720
56 H -2.815 3.538 -4.616
57 H -1.804 -0.596 -5.469
58 H -0.748 0.729 -5.960
59 H -2.243 0.477 -6.814
60 H -1.797 2.093 -2.799
61 H -0.498 1.623 -3.880
62 H -1.481 0.371 -3.114
63 H -6.528 0.016 -4.322
64 H -7.137 0.937 -5.705
65 H -6.673 1.784 -4.238
66 C 5.058 -1.779 1.693
67 C 5.017 -2.863 2.811
68 C 5.601 -2.320 4.150
69 C 7.119 -2.300 4.230
70 C 7.694 -3.658 3.850
71 C 7.213 -4.128 2.454
72 N 5.712 -4.101 2.318
73 O 5.204 -5.191 3.047
74 C 7.888 -3.233 1.379
75 C 7.809 -5.544 2.167
76 C 3.479 -3.056 3.062
77 H 5.803 -1.960 0.921
78 H 4.112 -1.734 1.137
79 H 5.243 -0.781 2.104
80 H 5.237 -2.939 4.982
81 H 5.222 -1.309 4.345
82 H 7.523 -1.509 3.592
83 H 7.426 -2.051 5.254
84 H 8.790 -3.604 3.877
85 H 7.410 -4.393 4.616
86 H 7.533 -3.486 0.374
87 H 8.977 -3.371 1.380
88 H 7.734 -2.164 1.541
89 H 7.537 -6.282 2.931
90 H 8.906 -5.514 2.150
91 H 7.479 -5.918 1.191
92 H 2.983 -3.501 2.191
93 H 2.997 -2.090 3.258
94 H 3.270 -3.687 3.933